1.
A gas-phase ion, C15H16ClFN3S (charge +1), computed with wB97M-V/def2-TZVPD.

Properties
SMILES string: [H]/N=C/Cc1c(S)cc([C@@H](Cl)CC)c(F)[n+]1-c1ccccn1
E_HOMO (eV): -13.03
Charge: +1
Frontier orbital gap (eV): 9.08
LUMO (eV): -3.9445

XYZ file:
```
37
Properties=species:S:1:pos:R:3:forces:R:3
H -2.643 3.208 0.823 -0.1 0.0 0.0
N -1.785 2.706 0.607 -0.2 -0.1 -0.1
C -0.804 3.194 1.227 -0.1 0.0 -0.2
C 0.557 2.580 0.995 -0.1 -0.3 0.3
C 0.386 1.101 0.839 0.0 -0.2 0.4
C 0.085 0.279 1.932 0.2 0.1 -0.2
S -0.203 0.925 3.558 -0.2 0.2 0.2
C -0.098 -1.081 1.737 0.1 0.3 -0.5
C 0.009 -1.648 0.474 0.0 0.1 -0.2
C -0.158 -3.133 0.262 -0.2 0.4 -0.1
Cl 1.334 -3.898 0.882 0.1 0.0 0.1
C -1.462 -3.676 0.868 0.0 -0.4 0.0
C -1.401 -5.082 1.455 -0.5 0.2 0.1
C 0.337 -0.790 -0.555 -0.2 -0.3 0.3
F 0.488 -1.208 -1.785 0.0 -0.1 -0.1
N 0.510 0.534 -0.382 0.0 0.0 0.3
C 0.878 1.338 -1.541 0.3 0.2 -0.6
C -0.096 2.019 -2.232 -0.7 -0.1 0.2
C 0.274 2.772 -3.334 0.6 -0.2 0.1
C 1.617 2.782 -3.676 -0.3 -0.1 0.2
C 2.507 2.047 -2.901 0.3 0.2 -0.3
N 2.163 1.326 -1.842 -0.3 -0.1 0.2
H -0.896 4.030 1.911 0.2 0.2 0.1
H 1.191 2.748 1.855 0.2 0.1 0.2
H 1.041 3.028 0.136 0.0 0.1 -0.1
H 1.053 1.244 3.913 0.1 -0.1 -0.2
H -0.314 -1.721 2.574 0.0 -0.1 0.2
H -0.169 -3.310 -0.804 0.2 -0.2 -0.2
H -2.178 -3.702 0.051 -0.2 0.2 -0.1
H -1.885 -2.999 1.602 0.2 0.2 0.2
H -1.384 -5.836 0.679 0.3 -0.2 -0.1
H -0.584 -5.221 2.149 0.2 0.0 0.0
H -2.320 -5.248 2.012 -0.1 0.0 0.1
H -1.121 1.979 -1.902 -0.1 0.0 0.1
H -0.458 3.323 -3.897 -0.1 0.1 -0.1
H 1.973 3.338 -4.524 0.1 0.1 -0.1
H 3.553 2.055 -3.164 0.2 -0.1 0.1
```
Positions in Å, forces in eV/Å.

---

2.
A molecular structure, C15H16CuN14S, computed with wB97M-V/def2-TZVPD.

Properties
2S+1: 2
Expectation value of S²: 0.753
Relative energy (zero: lowest compared OMol25 entry of this formula, charge and spin) (kJ/mol): 0.0
E_HOMO (alpha / beta) (eV): -1.40 / -1.40
Charge: -2
Frontier orbital gap (alpha / beta) (eV): 6.16 / 6.16
LUMO (alpha / beta) (eV): 4.7552 / 4.7550

XYZ file:
```
47
Properties=species:S:1:pos:R:3:forces:R:3
Cu -0.745 0.447 0.382 -0.2 -0.3 0.1
N -2.312 -1.068 3.911 0.0 -0.2 0.0
C -1.864 -1.266 2.617 0.0 0.3 -0.2
S -2.951 -1.160 1.321 0.0 -0.2 0.1
N -0.570 -1.526 2.553 0.2 -0.4 0.7
N 0.120 -1.197 1.466 0.2 0.1 -0.4
C 1.225 -1.844 1.313 -0.1 -0.1 0.0
C 2.284 -1.533 0.365 0.1 0.1 -0.3
C 3.210 -2.540 0.048 -0.1 0.0 0.0
C 4.190 -2.289 -0.892 0.0 0.0 0.0
C 4.240 -1.040 -1.499 -0.1 -0.1 0.1
C 3.319 -0.086 -1.083 -0.1 0.0 0.1
N 2.386 -0.309 -0.166 0.0 0.0 0.1
H -3.228 -0.657 3.933 -0.1 0.1 0.0
H -1.628 -0.623 4.511 0.0 0.0 -0.1
H 1.375 -2.712 1.951 0.1 0.0 0.1
H 3.131 -3.506 0.533 0.0 0.0 0.0
H 4.907 -3.060 -1.151 0.0 0.0 0.0
H 4.968 -0.811 -2.264 0.0 0.0 0.0
H 3.329 0.916 -1.505 0.0 -0.1 0.0
N -2.886 2.553 1.880 0.0 -0.1 -0.1
C -3.083 2.322 0.532 0.1 0.0 -0.1
N -4.060 2.879 -0.158 -0.1 0.0 -0.1
N -3.894 2.388 -1.413 0.2 -0.1 0.2
N -2.875 1.598 -1.460 -0.1 0.2 0.2
N -2.329 1.526 -0.221 0.1 0.4 -0.2
C -1.751 2.217 2.574 0.1 0.0 0.1
N -1.519 2.614 3.815 0.1 0.0 0.1
N -0.311 2.075 4.114 -0.1 -0.1 -0.2
N 0.144 1.399 3.116 -0.2 0.1 0.0
N -0.759 1.462 2.104 0.0 0.2 0.0
H -3.528 3.180 2.326 0.0 0.1 0.0
C -0.877 -2.343 -1.716 -0.1 0.1 0.0
C -0.293 -1.057 -2.211 0.1 0.1 0.0
C 0.228 -0.782 -3.464 0.1 0.1 0.0
C 0.684 0.566 -3.430 -0.1 0.0 0.1
C 0.405 1.038 -2.161 0.1 -0.2 -0.1
C 0.730 2.377 -1.574 -0.1 -0.1 0.1
N -0.177 0.050 -1.416 0.0 -0.1 -0.5
H -1.044 -3.020 -2.558 0.0 0.0 0.0
H -1.826 -2.177 -1.203 0.0 0.0 0.0
H -0.215 -2.845 -1.006 0.0 0.0 0.0
H 0.264 -1.461 -4.308 0.0 0.0 0.1
H 1.135 1.129 -4.239 0.0 0.0 0.1
H 1.120 3.036 -2.350 0.0 0.0 0.0
H 1.483 2.290 -0.780 -0.1 0.0 0.0
H -0.156 2.850 -1.136 0.1 0.0 0.0
```
Positions in Å, forces in eV/Å.

---

3.
C15H16F2N4O3S in the gas phase, computed with wB97M-V/def2-TZVPD.

Properties
SMILES string: O=C(Nc1ccc(F)c(F)c1)[C@@H]1CCCN(S(=O)(=O)c2cnc[nH]2)C1
Relative energy (zero: lowest compared OMol25 entry of this formula, charge and spin) (kJ/mol): 0.0
E_HOMO (eV): -8.72
Frontier orbital gap (eV): 9.12
LUMO (eV): 0.3978

XYZ file:
```
41
Properties=species:S:1:pos:R:3:forces:R:3
O -0.549 1.164 -0.752 -0.2 0.1 -0.3
C -0.109 1.134 0.377 0.2 0.1 0.5
N -0.719 0.499 1.416 0.2 0.0 0.3
C -1.914 -0.229 1.399 -0.5 -0.2 0.0
C -2.183 -1.080 2.467 0.1 0.1 -0.2
C -3.345 -1.825 2.496 -0.2 0.0 -0.3
C -4.252 -1.722 1.456 0.1 0.1 0.0
F -5.382 -2.448 1.486 0.0 0.1 -0.1
C -3.992 -0.864 0.397 0.1 0.0 0.3
F -4.870 -0.747 -0.610 0.0 -0.1 0.1
C -2.835 -0.111 0.364 -0.2 0.0 0.1
C 1.200 1.811 0.784 0.1 0.0 -0.2
C 1.505 3.015 -0.130 0.0 0.1 0.0
C 2.613 2.709 -1.141 -0.2 -0.2 0.0
C 2.425 1.301 -1.685 0.2 0.2 -0.8
N 2.644 0.353 -0.610 0.0 -1.0 -0.3
S 2.531 -1.254 -0.957 -0.1 0.0 0.2
O 3.045 -1.432 -2.282 -0.2 0.3 -0.1
O 3.101 -1.965 0.146 -0.3 0.1 0.1
C 0.812 -1.674 -1.020 0.8 0.0 0.1
C -0.045 -2.264 -0.128 0.4 0.1 0.0
N -1.265 -2.412 -0.696 -0.4 -0.3 0.1
C -1.161 -1.933 -1.907 0.1 0.1 -0.1
N 0.082 -1.473 -2.157 0.0 0.1 -0.3
C 2.348 0.786 0.731 0.0 0.1 0.7
H -0.211 0.449 2.289 0.0 0.1 -0.2
H -1.475 -1.168 3.278 0.1 0.0 0.1
H -3.559 -2.493 3.314 -0.1 -0.1 0.1
H -2.653 0.541 -0.472 0.0 0.0 -0.1
H 1.102 2.149 1.820 0.0 -0.1 -0.1
H 1.787 3.878 0.473 0.0 0.0 0.0
H 0.594 3.266 -0.676 0.1 0.1 0.1
H 2.573 3.427 -1.960 0.1 0.0 0.0
H 3.596 2.784 -0.673 0.1 0.0 0.0
H 3.143 1.065 -2.472 -0.1 0.2 0.0
H 1.408 1.209 -2.090 0.1 0.1 0.0
H 0.156 -2.593 0.870 0.1 -0.1 0.2
H -1.963 -1.900 -2.616 -0.1 0.1 -0.3
H 0.455 -1.084 -3.008 -0.1 0.0 0.0
H 3.244 1.243 1.169 -0.1 -0.1 0.0
H 2.117 -0.113 1.308 0.0 0.2 0.2
```
Positions in Å, forces in eV/Å.

---

Computed strongest force on any atom (eV/A) in order:
0.7 0.8 1.0